Entry from the OMol25 dataset: a structure of composition C22H26N3O3PtSSe2Te (ωB97M-V/def2-TZVPD).

Calculated values
spin multiplicity	3
DFT total energy	-6832.38451	hartree
<S²>	2.01
relative energy (zero: lowest compared OMol25 entry of this formula, charge and spin)	7.5	kJ/mol
LUMO (alpha / beta)	2.364 / 1.879	eV
total charge	-1

Last column: natural (NBO) charge in e.
Atoms and positions in Å:
Pt -1.74 1.41 0.49  0.56
O -2.77 2.36 6.39  -0.74
C -2.22 3.28 5.45  -0.06
C -2.13 2.64 4.05  -0.16
C -1.08 1.53 4.15  -0.07
O 0.22 2.01 4.49  -0.76
C -3.49 2.05 3.70  -0.55
Se -3.83 1.50 1.83  -0.28
C -1.76 3.79 3.09  -0.56
Se -0.61 3.43 1.52  -0.35
H -2.42 2.58 7.26  0.47
H -1.21 3.58 5.74  0.18
H -2.85 4.18 5.40  0.15
H -1.05 0.98 3.22  0.19
H -1.37 0.84 4.94  0.18
H 0.50 2.56 3.74  0.48
H -4.26 2.79 3.91  0.20
H -3.67 1.18 4.33  0.22
H -1.24 4.58 3.63  0.20
H -2.68 4.22 2.69  0.22
C 3.75 -0.62 -4.65  -0.62
C 3.26 -1.75 -3.77  -0.04
C 1.90 -1.94 -3.56  -0.17
C 1.43 -2.93 -2.73  -0.25
C 2.32 -3.77 -2.08  0.21
N 1.91 -4.84 -1.23  -0.66
C 0.77 -5.04 -0.49  0.79
O 0.36 -6.17 -0.29  -0.65
N 0.08 -3.97 0.05  -0.62
C 0.47 -2.68 0.46  0.12
C 1.79 -2.30 0.68  -0.21
C 2.04 -1.00 1.10  -0.22
C 0.98 -0.15 1.35  0.03
N -0.28 -0.53 1.20  -0.43
C -0.53 -1.76 0.77  0.02
C 3.69 -3.61 -2.30  -0.27
C 4.15 -2.61 -3.13  -0.19
H 3.01 -0.38 -5.41  0.22
H 4.69 -0.88 -5.13  0.21
H 3.91 0.28 -4.05  0.22
H 1.19 -1.29 -4.06  0.23
H 0.36 -3.05 -2.59  0.24
H 2.41 -5.70 -1.36  0.41
H -0.83 -4.25 0.37  0.42
H 2.60 -2.99 0.54  0.22
H 3.06 -0.67 1.26  0.22
H 1.14 0.87 1.69  0.23
H -1.57 -2.04 0.68  0.21
H 4.39 -4.27 -1.80  0.21
H 5.21 -2.49 -3.29  0.20
Te -1.50 0.17 -1.76  -0.17
C -1.82 1.45 -3.38  -0.47
C -2.06 2.79 -3.42  -0.31
C -2.19 3.31 -4.74  -0.25
C -2.05 2.35 -5.70  -0.45
S -1.77 0.81 -4.99  0.40
H -2.13 3.39 -2.52  0.24
H -2.38 4.35 -4.97  0.21
H -2.11 2.44 -6.77  0.22